1.
{"formula": "C4H5NO2", "method": "ωB97M-V/def2-TZVPD", "species": ["C", "C", "O", "C", "C", "N", "O", "H", "H", "H", "H", "H"], "positions_angstrom": [[1.429101, -1.079067, 0.430391], [1.296459, 0.315133, -0.135858], [2.114819, 1.015472, -0.558847], [-0.402008, 1.012787, -0.214024], [-1.891809, 0.675985, -0.332838], [-2.697846, -0.189022, -0.294208], [-3.761118, -0.711033, -0.258021], [0.681277, -1.389804, 1.251569], [1.212619, -1.687645, -0.462657], [2.507136, -1.255546, 0.753329], [-0.231196, 1.345361, 0.775324], [-0.257429, 1.947381, -0.954164]], "forces_ev_per_a": [[0.319, -0.450, 0.911], [-4.269, -1.690, -0.007], [1.477, 1.280, -0.406], [0.794, 2.005, -2.334], [2.782, -1.969, 0.222], [0.373, 2.424, -0.056], [-0.923, -1.398, 0.009], [1.166, 0.850, -1.365], [0.095, -0.130, 0.371], [-1.452, 0.169, -0.376], [-0.404, 1.059, 1.200], [0.041, -2.150, 1.831]], "homo_ev": [-9.1288, -9.1294], "homo_lumo_gap_ev": [9.36, 9.36], "relative_energy_kcal_mol": 118.4}


2.
{"formula": "C24H40BF8N5O5P", "method": "ωB97M-V/def2-TZVPD", "species": ["C", "C", "C", "C", "C", "C", "O", "C", "O", "C", "C", "O", "N", "C", "P", "N", "C", "C", "N", "B", "O", "N", "C", "C", "C", "C", "C", "C", "C", "N", "H", "H", "H", "H", "H", "H", "H", "H", "H", "H", "H", "H", "H", "H", "H", "H", "H", "H", "H", "H", "H", "H", "H", "H", "H", "H", "H", "H", "H", "H", "H", "H", "H", "H", "H", "H", "C", "C", "C", "F", "F", "F", "F", "O", "C", "C", "F", "F", "F", "F", "H", "H", "H", "H"], "positions_angstrom": [[-0.162920, -1.696310, -3.882834], [1.118417, -1.555923, -3.442100], [1.544574, -1.511639, -1.918563], [0.723845, -0.433616, -1.139306], [1.197791, 0.999455, -1.629337], [2.749728, 1.251661, -1.583619], [3.230845, 1.387078, -2.943045], [4.046037, 2.543895, -3.099545], [5.367628, 2.226554, -2.687275], [5.795558, 2.937262, -1.511378], [7.062167, 3.794660, -1.932909], [8.115352, 2.851673, -2.210294], [0.371209, 2.104728, -1.069310], [0.435598, 1.978204, 0.406303], [-0.416026, 3.464498, 1.234854], [0.540074, 4.016367, 2.387186], [-0.141151, 0.602750, 0.919916], [-1.711195, 0.470471, 0.706618], [0.608201, -0.600193, 0.335055], [1.950612, -0.845773, 1.084619], [2.560509, 0.144388, 1.880173], [2.636913, -2.170741, 1.056900], [3.986193, -2.033282, 0.371732], [3.024581, -2.437852, 2.499670], [-0.213234, -1.786284, 0.784763], [-0.935315, -2.608059, -0.142879], [-1.669785, -3.763078, 0.405926], [-1.513141, -3.853715, 1.850279], [-0.777500, -2.926630, 2.671058], [-0.126963, -1.887215, 2.122458], [-0.433821, -1.143475, -4.819146], [-0.948575, -2.351037, -3.445741], [1.925730, -1.512880, -4.216019], [1.371361, -2.562166, -1.542532], [2.647725, -1.371508, -1.926073], [-0.313859, -0.467817, -1.579632], [0.928924, 0.990803, -2.724977], [3.361317, 0.435003, -1.126560], [2.932410, 2.218518, -1.039332], [4.097105, 2.733080, -4.208701], [3.625734, 3.475936, -2.643038], [4.998651, 3.543969, -1.011405], [6.106559, 2.150399, -0.763777], [7.336418, 4.561707, -1.170433], [6.793999, 4.236881, -2.931480], [8.700906, 2.853895, -1.436103], [0.786597, 2.990771, -1.378654], [1.518650, 2.127926, 0.696152], [-1.642532, 3.085222, 1.865044], [-0.682193, 4.486012, 0.276053], [0.026001, 3.935215, 3.268095], [-0.010528, 0.664526, 2.034330], [-2.202082, -0.097178, 1.542760], [-2.225978, 1.461537, 0.683780], [-1.970249, -0.013004, -0.274364], [2.024699, 0.321545, 2.678723], [4.778568, -2.611578, 0.916634], [4.310365, -0.971861, 0.245725], [3.875007, -2.575531, -0.608597], [2.247883, -2.102427, 3.227989], [3.965213, -1.890340, 2.782667], [3.133716, -3.543388, 2.604788], [-0.960385, -2.408447, -1.238827], [-2.260547, -4.466684, -0.211103], [-2.006110, -4.714784, 2.362767], [-0.721769, -3.088293, 3.773159], [-7.112648, -0.192647, 2.332049], [-6.278814, 0.980193, 1.780512], [-6.593621, 1.427530, 0.353958], [-6.395221, 0.449043, -0.551388], [-5.776014, 2.452489, -0.000764], [-4.959880, 0.690203, 1.922071], [-6.516169, 2.044947, 2.597751], [-6.530066, -1.494933, 2.268023], [-6.642593, -2.207600, 1.071946], [-5.289402, -2.422897, 0.392952], [-4.656242, -1.254850, 0.146952], [-5.443545, -3.043418, -0.800906], [-7.539380, -1.611457, 0.265719], [-7.167368, -3.407930, 1.394735], [-7.217742, -0.006568, 3.402099], [-8.134468, -0.188894, 1.948096], [-7.625502, 1.778797, 0.271346], [-4.634838, -3.035891, 1.017559]], "forces_ev_per_a": [[0.692, 0.298, -0.489], [-0.580, 0.020, 0.396], [-0.039, -2.017, -1.125], [-0.495, 0.862, -2.718], [0.037, -0.152, -0.885], [0.111, 0.237, -0.265], [-0.609, 1.180, 0.997], [0.821, -0.628, -1.896], [-1.283, 1.359, 0.844], [1.307, -0.135, 0.556], [-1.115, -1.116, -0.435], [0.073, 0.869, 0.775], [0.245, -1.415, 0.548], [0.220, 0.638, -0.976], [1.317, 0.381, 2.446], [-0.789, -0.619, -0.453], [-1.359, 2.289, 0.596], [-0.168, -0.103, -0.463], [-0.620, 0.006, 0.888], [2.276, -0.563, 1.756], [-1.809, -0.832, -0.615], [0.760, 1.549, 0.597], [-0.263, -1.201, -1.235], [-0.258, -0.183, 0.583], [-0.548, -1.190, -0.787], [-0.577, -1.049, 1.217], [2.338, 2.938, 2.111], [-0.617, -0.612, -0.635], [-0.642, -0.916, -1.319], [-0.530, -0.918, -1.113], [0.374, -1.551, 0.324], [0.335, 1.337, 0.408], [-0.717, 1.147, 0.896], [0.175, 1.139, 0.165], [-0.874, 0.180, 0.337], [0.860, -0.150, 0.819], [0.516, -0.264, 1.007], [-0.612, 0.655, 0.026], [-0.046, -0.933, -0.232], [-0.171, -0.366, 1.014], [0.296, -0.866, 0.173], [0.419, -0.294, -0.721], [-0.111, 0.847, -0.626], [-0.172, -0.530, -0.626], [0.331, -0.004, 1.106], [-0.171, -0.140, -0.438], [-0.290, -0.376, 0.221], [-1.140, -0.321, 0.452], [0.102, -0.022, -1.059], [-0.108, -0.905, -0.351], [0.444, 0.255, -0.133], [0.230, -0.587, -1.105], [0.620, 0.367, -0.880], [0.701, -0.768, -0.015], [0.236, 0.408, 1.002], [0.427, 0.455, -0.484], [-0.861, 0.707, -0.320], [-0.066, -0.838, 0.079], [0.409, 0.934, 0.696], [0.387, -0.378, -0.664], [-0.851, -0.660, -0.271], [0.147, 0.883, -0.004], [0.136, -0.100, 1.215], [0.534, 0.579, 0.556], [0.484, 0.885, -0.394], [-0.013, 0.296, -1.099], [-0.419, -0.168, 0.645], [0.305, -0.527, 0.532], [-0.050, 0.603, -0.562], [0.010, 0.065, 0.139], [0.055, -0.029, 0.299], [0.018, 0.080, -0.223], [-0.252, 0.019, -0.308], [0.406, 0.181, -1.091], [-1.226, 0.552, 1.063], [0.644, -0.287, -0.322], [-0.034, -0.063, 0.165], [-0.253, -0.039, 0.167], [0.263, -0.306, -0.289], [0.473, -0.103, -0.182], [0.225, 0.037, -0.064], [0.183, 0.059, -0.254], [-0.024, -0.060, 0.148], [-0.181, -0.013, 0.159]], "homo_ev": -11.1049, "homo_lumo_gap_ev": 7.95, "total_charge": 1}


Taking the records one at a time from the top gives electronic energy values of -360.4807; -2753.2204 Eh.
Taking the records one at a time from the top gives molar mass values of 99.1; 672.4 Da.